No. 1
72
Properties=species:S:1:pos:R:3:forces:R:3:lowdin_spin:R:1 method="wB97M-V/def2-TZVPD" de_lowest_kj_mol=37.0 spin_multiplicity=2 e_tot_ev=-33738.07626 orbital_gap_ev="9.74 / 2.54" lumo_ev="-2.244 / -9.449" charge=+1
C -3.6687 -4.2206 -0.2978 -0.439 -0.280 -0.373 0.00
C -4.0795 -5.4115 -1.1933 0.953 0.141 0.666 0.00
O -3.8893 -6.5675 -0.3832 0.101 -0.261 0.255 0.00
H -3.6350 -3.2287 -0.7486 -0.546 -0.096 -0.480 0.00
H -2.6531 -4.3318 0.0821 -0.137 -0.537 0.258 0.00
H -4.4172 -4.2260 0.4945 0.376 0.281 0.354 0.00
H -3.4027 -5.5301 -2.0395 -0.295 0.420 -0.421 0.00
H -5.1337 -5.4012 -1.4704 0.073 0.506 -0.379 0.00
H -3.7454 -7.3084 -0.9764 -0.072 -0.155 0.134 0.00
C -0.8782 -4.0053 3.2388 0.327 0.114 -0.927 0.00
C 0.0579 -3.7417 2.0567 -0.148 -0.961 0.469 0.00
O 0.8982 -4.8991 1.9280 -0.024 0.579 -0.085 0.00
H -1.6066 -4.7582 2.9377 -0.092 0.073 0.119 0.00
H -1.3817 -3.0671 3.4718 -0.132 -0.164 0.365 0.00
H -0.3075 -4.4114 4.0740 -0.052 0.301 0.086 0.00
H 0.6583 -2.8440 2.2040 0.072 0.144 0.131 0.00
H -0.5098 -3.6333 1.1325 -0.210 0.233 -0.094 0.00
H 1.4584 -4.7211 1.1690 0.211 -0.319 -0.082 0.00
C 3.4940 -1.7572 1.4970 -0.871 0.848 0.384 0.00
C 3.0158 -0.7132 2.5528 0.862 -1.264 0.502 0.00
O 1.6831 -0.3075 2.2765 -0.467 0.319 -0.979 0.00
H 3.6468 -1.2778 0.5301 -0.140 0.050 -0.059 0.00
H 2.6767 -2.4742 1.4186 0.158 -0.184 -0.195 0.00
H 4.4167 -2.2935 1.7186 -0.100 0.237 0.459 0.00
H 3.7123 0.1198 2.6486 -0.129 0.273 -0.289 0.00
H 2.9525 -1.1682 3.5412 0.468 -0.311 0.028 0.00
H 1.2677 0.0417 3.0684 0.133 0.002 0.121 0.00
C -0.9601 1.9300 -3.8337 -0.345 -0.570 0.967 0.01
C -0.4905 2.4442 -2.4639 1.203 1.049 -1.850 0.06
O -0.0249 3.7794 -2.5972 -0.994 -0.332 -0.419 0.27
H -1.7719 2.5524 -4.2102 0.048 -0.050 -0.011 0.00
H -1.3531 0.9367 -3.6169 -0.375 -0.114 -0.164 0.00
H -0.2261 1.7692 -4.6234 0.381 0.533 0.322 0.00
H 0.4097 1.9788 -2.0624 -0.092 -1.098 0.320 0.02
H -1.2970 2.3609 -1.7353 -0.162 0.060 0.329 0.03
H 0.6237 3.9100 -1.9016 0.614 0.452 0.794 0.00
C 1.6649 2.8410 1.0896 0.070 -0.525 0.793 0.00
C 2.4834 4.0381 0.6670 -0.298 -0.581 0.270 0.00
O 2.1549 4.1533 -0.7075 -0.174 0.607 -0.904 0.00
H 1.6258 2.6993 2.1697 0.172 0.155 0.097 0.00
H 2.0379 1.9012 0.6827 0.149 0.115 -0.166 0.00
H 0.6273 2.9352 0.7694 0.002 0.294 -0.128 0.00
H 3.5601 3.9079 0.7758 0.051 -0.301 0.060 0.00
H 2.2303 4.9189 1.2572 -0.296 0.194 -0.211 0.00
H 2.5478 4.9471 -1.0777 0.195 0.140 -0.060 0.00
C -2.1296 4.8085 0.6095 -0.325 -0.189 0.561 0.00
C -0.9908 5.8338 0.6131 -1.198 -0.575 0.698 0.00
O -1.5595 7.0455 1.1577 0.525 -0.658 -0.821 0.00
H -2.4503 4.6514 1.6393 0.028 0.076 0.153 0.00
H -1.8552 3.8142 0.2573 0.401 0.014 -0.220 0.00
H -3.0459 5.0857 0.0882 0.301 0.406 -0.303 0.00
H -0.5262 5.8715 -0.3722 -0.114 0.714 -0.153 0.00
H -0.2473 5.4449 1.3089 0.324 0.102 0.054 0.00
H -1.0289 7.7993 0.8897 0.087 0.067 0.009 0.00
C 2.8381 -1.7729 -3.7658 0.920 -0.269 -0.321 0.01
C 2.0739 -0.7507 -2.9283 -0.008 -2.639 -1.307 0.10
O 2.0194 -1.2058 -1.6290 0.671 0.297 -0.399 0.34
H 2.8622 -1.5888 -4.8399 -0.136 0.579 0.098 0.00
H 2.4195 -2.7768 -3.6943 -0.578 0.178 0.370 0.00
H 3.8718 -1.9604 -3.4751 0.158 0.534 0.240 0.01
H 1.0703 -0.8167 -3.3486 -0.987 0.265 -0.013 0.04
H 2.2605 0.3091 -3.1018 0.576 0.628 0.446 0.04
H 1.2265 -0.8495 -1.2216 -0.997 0.633 1.018 0.00
C -1.9070 -0.5543 1.4204 0.999 0.089 -0.307 0.01
C -1.1377 0.4185 0.5213 -1.156 0.579 0.155 0.01
O 0.0567 -0.0917 -0.0313 -0.193 -0.528 -0.939 0.04
H -2.7499 -0.0486 1.8915 0.097 -0.072 0.042 0.00
H -1.1952 -0.9268 2.1570 -0.293 -0.143 0.332 0.00
H -2.2571 -1.3981 0.8257 -0.080 -0.006 0.078 0.00
H -0.8557 1.3389 1.0327 -0.244 0.066 0.409 0.00
H -1.8515 0.7135 -0.2479 0.412 -0.020 -0.527 0.00
H 0.6164 -0.2598 0.7303 0.781 -0.146 0.643 0.00



No. 2
16
Properties=species:S:1:pos:R:3:forces:R:3:lowdin_charge:R:1 method="wB97M-V/def2-TZVPD" de_lowest_kj_mol=382.8 e_tot_ev=-78327.62349 orbital_gap_ev=7.69 lumo_ev=-5.103 charge=+1
N -1.2989 2.0869 0.1921 1.747 -2.740 -1.735 0.28
C -0.8227 0.9789 -0.3115 1.440 2.712 -1.138 0.00
C -1.2732 -0.2882 -0.0357 0.589 -2.816 -0.173 -0.19
N -0.7831 -1.3967 -0.8888 0.726 -0.190 0.698 0.11
C -0.1390 -1.2872 0.4027 1.198 0.474 -1.453 -0.21
C 1.2774 -0.8357 0.4653 2.544 1.544 2.665 -0.18
C 2.1597 -0.2718 -0.3922 -1.382 -1.080 -0.388 -0.65
Br 3.8439 0.3473 0.0662 0.291 0.056 0.376 0.77
H -0.9271 2.9338 -0.0661 1.358 2.271 -0.781 0.12
H -2.0513 2.1741 0.7715 -2.598 -0.345 1.941 0.12
H 0.0713 1.0554 -0.9826 -0.968 0.214 0.670 0.17
H -2.1942 -0.3588 0.4122 -2.009 -0.467 1.289 0.13
H -1.3819 -2.2255 -1.0690 0.038 1.094 0.640 0.15
H -0.1916 -1.8909 1.2993 -1.636 -0.462 -0.238 0.15
H 1.6660 -0.8335 1.6178 -0.922 -0.103 -2.875 0.16
H 2.0446 -0.1880 -1.4812 -0.416 -0.161 0.502 0.06



No. 3
11
Properties=species:S:1:pos:R:3:forces:R:3:lowdin_charge:R:1 method="wB97M-V/def2-TZVPD" de_lowest_kj_mol=345.7 e_tot_ev=-19035.46535 orbital_gap_ev="6.88 / 6.88" lumo_ev="-0.339 / -0.338" charge=0
C 0.0782 0.5787 0.6835 -0.828 -2.093 1.705 -0.01
C -0.6889 -0.4806 0.5927 1.509 0.403 -1.636 -0.10
C 1.1612 1.0403 -0.1589 -0.749 1.241 -1.393 -0.62
N 1.0622 0.5441 -1.3836 1.523 0.823 -1.404 -0.45
N -1.5251 -1.4099 0.9298 -2.205 1.736 -1.238 0.15
O 1.8156 1.9984 0.2126 0.927 0.094 0.085 0.04
S 0.2218 -0.7299 -1.9850 -2.027 -1.991 1.252 0.54
H 0.1391 1.1863 1.5599 -0.677 0.113 0.885 0.14
H 1.5179 0.9622 -2.1781 0.722 0.814 0.617 0.08
H -1.3437 -2.3044 1.2754 1.159 -1.255 0.793 0.11
H -2.4381 -1.3852 0.4517 0.645 0.115 0.334 0.15



No. 4
48
Properties=species:S:1:pos:R:3:forces:R:3:lowdin_charge:R:1 method="wB97M-V/def2-TZVPD" e_tot_ev=-57090.71644 orbital_gap_ev=8.28 lumo_ev=-0.942 charge=0
O -2.8468 -2.1257 0.5004 0.017 -0.037 -0.093 -0.42
P -1.5849 -1.8942 1.2338 -0.545 -0.249 -0.007 0.73
C -0.6133 -0.4439 0.7618 -0.012 0.212 -0.202 -0.24
C 0.5199 -0.1405 1.3796 0.118 -0.030 0.131 0.01
C 1.3034 1.0547 0.9703 -0.025 0.140 -0.091 -0.39
O 1.9551 1.7173 1.7419 0.111 -0.228 -0.038 0.10
C 1.1837 1.4084 -0.4842 -0.002 0.020 0.111 -0.53
S 2.5586 2.1606 -1.2746 -0.080 0.208 -0.213 0.86
C 0.0490 1.1196 -1.1126 -0.015 -0.203 0.063 0.01
C -1.0487 0.4497 -0.3560 -0.255 0.079 -0.146 -0.34
O -2.2106 0.6733 -0.6112 0.355 -0.230 -0.004 0.11
H -0.6148 -2.8954 1.0976 0.088 -0.041 0.120 0.00
H -1.7378 -1.7376 2.6164 0.170 -0.008 0.032 0.00
H 0.9132 -0.7215 2.2043 -0.052 0.084 0.188 0.13
H 2.6903 3.1635 -0.3993 0.107 -0.018 0.161 -0.10
H -0.1394 1.3887 -2.1402 -0.110 0.136 -0.063 0.13
N 1.6746 -4.7180 -0.9077 -0.069 -0.023 0.001 0.16
C 0.7870 -3.9013 -1.5495 -0.013 0.012 -0.067 -0.67
N 0.3313 -4.3518 -2.7537 0.023 -0.006 0.006 0.16
O 0.4234 -2.8362 -1.0768 0.061 0.100 0.051 0.00
H 1.9887 -5.5924 -1.2822 0.017 0.009 -0.012 0.09
H 2.0422 -4.4001 -0.0314 0.032 0.024 -0.011 0.10
H -0.3330 -3.7752 -3.2350 -0.023 -0.001 0.012 0.11
H 0.6142 -5.2218 -3.1614 0.001 -0.004 0.003 0.09
N -4.9758 1.4827 -1.4886 -0.006 -0.042 -0.066 0.16
C -5.3554 2.6825 -2.0047 -0.050 0.022 -0.018 -0.69
N -6.7125 2.9112 -2.0209 0.024 -0.038 0.021 0.13
O -4.5670 3.5108 -2.4280 0.016 -0.007 -0.003 0.02
H -5.6301 0.8058 -1.1460 -0.005 0.007 0.013 0.09
H -3.9954 1.2605 -1.4457 0.022 0.065 0.078 0.06
H -7.0229 3.7868 -2.3950 0.007 0.010 -0.006 0.09
H -7.3857 2.2518 -1.6821 -0.001 -0.001 0.000 0.08
N -1.0642 0.5989 5.8495 -0.035 -0.060 0.015 0.15
C -2.0851 0.4210 4.9586 -0.054 0.093 0.012 -0.67
N -3.3463 0.5205 5.4727 0.038 -0.031 0.028 0.15
O -1.8858 0.1911 3.7774 0.096 0.020 0.022 0.00
H -1.2083 0.7972 6.8208 -0.002 0.019 -0.002 0.09
H -0.1291 0.5540 5.4912 0.009 0.031 -0.015 0.10
H -4.1093 0.3999 4.8334 -0.006 0.005 -0.013 0.11
H -3.5372 0.7145 6.4367 0.002 0.011 -0.001 0.09
N 5.8916 1.7086 -2.5561 0.017 -0.010 -0.020 0.15
C 6.7265 0.6296 -2.4595 0.026 0.014 -0.010 -0.69
N 8.0129 0.8486 -2.8833 -0.034 0.015 0.004 0.14
O 6.3620 -0.4490 -2.0308 -0.010 -0.009 0.002 0.02
H 6.1861 2.5973 -2.9124 0.000 0.000 -0.008 0.09
H 4.9409 1.5913 -2.2534 0.047 -0.053 0.031 0.02
H 8.6493 0.0770 -2.8247 0.002 -0.009 0.003 0.10
H 8.3356 1.7272 -3.2395 0.000 0.003 0.001 0.09